# 1
Molecular formula: C20H59N5O7
Method: DFT, ωB97M-V/def2-TZVPD

XYZ file:
```
91
Properties=species:S:1:pos:R:3:lowdin_charge:R:1
O -1.374 2.330 2.017 -0.017
O 0.417 -1.205 3.212 -0.163
O -2.594 1.006 -1.924 -0.194
O 1.838 2.457 1.273 -0.049
O 0.756 1.117 0.600 -0.220
O 2.295 -3.735 1.487 -0.192
O 0.104 -0.898 -2.038 -0.110
N 1.516 -2.225 -1.821 0.041
N -1.333 -3.493 3.925 0.049
N 1.113 -1.780 -4.409 0.037
N -0.086 4.399 -0.256 0.060
N -4.560 -0.251 -0.273 0.057
C 2.141 -5.100 1.975 -0.086
C 1.911 -2.252 -0.413 -0.320
C 2.007 3.886 1.022 -0.076
C -2.314 -0.253 0.747 -0.088
C 0.951 -0.403 -4.190 -0.441
C 1.861 5.821 -0.666 -0.059
C -1.037 -3.135 2.512 -0.404
C 0.794 0.264 -5.460 -0.087
C -3.530 0.608 0.340 -0.346
C -2.230 -3.651 1.657 -0.035
C -0.169 0.017 -0.934 -0.129
C 1.193 -1.205 0.420 -0.084
C 2.514 1.959 2.420 -0.025
C 1.374 4.414 -0.303 -0.399
C -0.913 -1.656 2.591 -0.171
C -0.346 -0.287 -3.261 -0.098
C 0.884 0.097 2.843 -0.134
C -3.003 1.624 -0.701 -0.163
C -1.987 1.828 -2.847 -0.157
C 1.745 -3.665 0.166 -0.201
H -1.289 -0.786 -3.483 0.149
H -2.461 -4.707 1.795 0.073
H -3.150 -3.142 1.945 0.074
H 0.251 1.209 -5.464 0.077
H -0.049 -3.450 2.174 0.104
H 1.793 3.742 -1.052 0.143
H 2.678 -5.195 2.918 0.091
H -1.380 3.278 2.150 0.059
H -3.764 2.386 -0.868 0.128
H 0.710 -4.003 0.200 0.111
H 1.687 4.492 1.869 0.133
H 0.646 -1.783 -2.082 -0.203
H -0.834 -1.237 1.588 0.048
H 2.262 -4.296 -0.557 0.114
H 1.412 -2.176 -3.529 0.005
H -1.847 -3.554 0.641 0.076
H 0.651 0.249 1.789 0.025
H 1.973 0.088 2.833 0.074
H 2.940 -1.924 -0.268 0.141
H 1.150 6.335 -1.313 0.080
H 0.719 0.988 3.449 0.108
H -4.135 -0.500 -1.154 0.065
H -1.594 0.260 1.384 0.054
H 3.077 4.070 0.918 0.129
H -2.677 -1.059 1.386 0.066
H 0.671 0.710 -0.884 0.128
H -2.533 2.752 -3.038 0.109
H -2.198 2.215 -0.264 0.098
H -0.929 2.032 -2.683 0.093
H 2.315 -5.850 1.204 0.082
H -1.913 1.399 -3.846 0.094
H 1.840 0.047 -3.749 0.151
H 0.279 -2.327 -4.574 0.093
H 2.260 0.954 2.757 -0.011
H -0.366 3.488 0.077 0.028
H -0.685 -2.952 4.480 0.062
H 0.132 -1.218 0.174 0.037
H -0.562 0.780 -3.205 0.031
H 0.410 -0.338 -6.284 0.085
H 1.277 -1.472 1.473 0.092
H 1.592 -0.219 0.179 0.108
H 1.070 -5.254 2.110 0.061
H -1.701 -1.157 3.155 0.136
H -1.037 -4.458 3.940 0.064
H -0.416 4.915 0.548 0.071
H -1.192 0.376 -1.044 0.071
H 3.584 2.077 2.249 0.121
H 1.808 0.515 -5.771 0.083
H 2.018 6.505 0.168 0.076
H 2.070 -1.559 -2.340 0.067
H -4.618 -1.124 0.231 0.063
H 2.200 2.408 3.362 0.115
H 1.133 1.916 0.970 -0.320
H -1.747 -0.569 -0.129 0.076
H -0.116 1.060 0.992 0.037
H -0.260 -0.413 0.064 -0.004
H 2.809 5.732 -1.196 0.079
H -3.941 1.129 1.205 0.133
H -1.961 1.989 2.692 0.073
```

Computed properties:
Net charge: 0
Energy relative to the best compared isomer or geometry (same formula, charge and spin): 24.651 eV
Multiplicity: 1

---

# 2
Molecular formula: C14H12AlN3OTe4
Method: DFT, ωB97M-V/def2-TZVPD

XYZ file:
```
35
Properties=species:S:1:pos:R:3:lowdin_charge:R:1
Te 4.304 -1.219 -3.025 0.015
Te 2.230 -1.995 -4.608 0.046
Te 0.208 -0.372 -3.863 0.359
Te 3.205 -0.813 -0.573 0.302
Al 0.748 -0.502 -1.331 -0.517
O 0.320 1.266 -1.122 -0.139
N -0.148 0.754 1.054 0.126
N -0.086 -0.482 0.495 -0.012
N 0.155 -2.515 -0.959 0.033
C -0.256 3.969 -0.611 -0.009
C 0.070 4.872 1.996 -0.077
C 0.175 3.520 1.720 -0.023
C -0.545 -1.528 1.076 -0.218
C 0.083 1.631 0.100 -0.380
C -0.213 5.770 0.976 -0.082
C -1.012 -3.941 0.569 0.008
C 0.289 -3.557 -1.780 -0.125
C -1.097 -1.546 2.459 0.001
C 0.009 3.064 0.414 -0.141
C -0.469 -2.710 0.222 -0.184
C -0.211 -4.811 -1.500 -0.021
C -0.894 -5.003 -0.305 -0.032
C -0.378 5.319 -0.326 -0.072
H -1.525 -4.047 1.515 0.115
H -0.068 -5.620 -2.201 0.116
H 0.390 2.804 2.501 0.111
H -0.964 -0.566 2.908 0.075
H 0.819 -3.367 -2.707 -0.013
H -0.604 6.017 -1.121 0.105
H 0.206 5.226 3.009 0.103
H -0.300 6.827 1.196 0.103
H -2.162 -1.785 2.449 0.097
H -1.324 -5.966 -0.067 0.116
H -0.580 -2.295 3.060 0.095
H -0.376 3.599 -1.620 0.121
```

Computed properties:
Net charge: 0
Multiplicity: 1

---

# 3
Molecular formula: C5H12O2
Method: DFT, ωB97M-V/def2-TZVPD

XYZ file:
```
19
Properties=species:S:1:pos:R:3:lowdin_charge:R:1
O -0.630 0.798 2.354 -0.082
O -2.738 0.758 0.751 -0.028
C 2.006 -0.657 0.701 -0.108
C 0.336 -0.405 -1.183 -0.213
C 1.648 0.011 -0.616 -0.273
C -0.550 0.406 -1.754 -0.035
C -2.422 -0.243 0.147 -0.141
H 1.707 1.105 -0.560 0.112
H 3.051 -0.450 0.948 0.071
H 1.885 -1.746 0.626 0.076
H -1.672 -0.963 0.516 0.089
H 2.366 -0.306 -1.386 0.115
H -1.294 0.003 -2.432 0.060
H -1.566 0.853 2.083 -0.007
H -2.911 -0.490 -0.808 0.086
H -0.504 1.489 -1.638 0.077
H -0.263 1.615 1.997 0.039
H 1.351 -0.289 1.494 0.050
H 0.201 -1.488 -1.239 0.113
```

Computed properties:
Net charge: 0
SMILES string: C=CCC.C=O.O
Energy relative to the best compared isomer or geometry (same formula, charge and spin): 2.211 eV
Multiplicity: 1

---

# 4
Molecular formula: C4H12N2O
Method: DFT, ωB97M-V/def2-TZVPD

XYZ file:
```
19
Properties=species:S:1:pos:R:3:lowdin_charge:R:1
O -2.122 -1.439 0.807 -0.020
N -0.957 -1.752 0.589 -0.158
N 1.296 2.019 -1.572 -0.047
C 0.074 0.158 -0.521 -0.287
C 1.469 0.843 -0.740 -0.286
C -0.977 1.220 -0.162 -0.141
C -0.238 -2.520 1.655 -0.071
H -0.323 -0.223 -1.471 0.116
H -0.004 -3.571 1.224 0.122
H 0.728 -2.124 1.778 0.042
H 2.227 0.206 -1.194 0.099
H -1.887 0.629 0.199 0.067
H -1.184 2.016 -0.999 0.099
H 0.310 -0.464 0.328 0.052
H 1.620 1.220 0.385 0.147
H 0.931 1.818 -2.518 0.080
H -0.739 -2.472 2.646 0.089
H 0.549 2.538 -1.121 0.024
H -0.772 1.902 0.688 0.073
```

Computed properties:
Net charge: 0
SMILES string: CCCN.CN=O
Energy relative to the best compared isomer or geometry (same formula, charge and spin): 5.574 eV
Multiplicity: 1

---

# 5
Molecular formula: C3H5N5O3P
Method: DFT, ωB97M-V/def2-TZVPD

XYZ file:
```
17
Properties=species:S:1:pos:R:3:lowdin_charge:R:1
P -2.326 -0.417 -0.004 0.383
O -1.506 0.552 -1.455 -0.058
O -3.763 0.309 -0.038 -0.175
O -2.668 -1.775 -0.591 -0.372
N -1.393 -0.175 1.210 -0.152
N 1.935 0.365 -0.441 0.071
N 1.698 -1.814 -0.494 0.043
N -0.097 2.191 -0.624 0.139
N 0.640 0.066 -0.629 -0.073
C -0.450 1.006 -0.945 -0.637
C 0.494 -1.285 -0.680 -0.141
C 2.532 -0.792 -0.360 -0.279
H 3.632 -1.033 -0.239 0.112
H -0.408 -1.832 -0.812 0.084
H -4.163 -0.398 -0.576 0.051
H 0.905 2.203 -0.569 0.006
H -1.715 0.734 1.564 -0.001
```

Computed properties:
Net charge: -1
SMILES string: [H]/N=C(/O[P@](=N)([O-])O)n1cncn1
Energy relative to the best compared isomer or geometry (same formula, charge and spin): 1.137 eV
Multiplicity: 1

---

# 6
Molecular formula: CH3F
Method: DFT, ωB97M-V/def2-TZVPD

XYZ file:
```
5
Properties=species:S:1:pos:R:3:lowdin_charge:R:1
F -1.725 -0.102 0.042 -0.125
C -0.359 0.030 -0.024 -0.171
H 0.046 0.938 0.621 0.089
H 0.027 0.206 -1.128 0.095
H 0.140 -0.960 0.506 0.112
```

Computed properties:
Net charge: 0
SMILES string: CF
Energy relative to the best compared isomer or geometry (same formula, charge and spin): 0.478 eV
Multiplicity: 1

---

| no. | LUMO (eV) | gap between HOMO and LUMO (eV) |
| --- | --- | --- |
| 1 | -0.21 | 6.36 |
| 2 | -1.21 | 5.58 |
| 3 | 0.69 | 10.45 |
| 4 | -0.08 | 8.43 |
| 5 | 3.74 | 9.45 |
| 6 | 1.14 | 13.08 |